[1]
This record from OMol25 describes 2 unconnected molecules or ions with the total composition C33H28N2O2. The level of theory is wB97M-V/def2-TZVPD.

Results
LUMO energy (Ha): -0.0757
HOMO energy (eV): -6.3243
F_max (eV/Å): 2.39
Molar mass (g mol⁻¹): 484.60
Gap between HOMO and LUMO (eV): 4.3
Total charge: 0

Last column: Löwdin charge in e.
Atoms and positions in Å:
C1 -0.12 0.17 -2.37  -0.056
C2 0.61 1.38 -1.89  -0.264
C3 -0.19 2.50 -1.61  -0.265
N1 -0.92 3.40 -1.40  0.171
C4 2.01 1.58 -2.13  -0.193
C5 2.89 0.50 -2.43  -0.027
C6 4.24 0.73 -2.66  -0.041
C7 4.76 2.04 -2.62  -0.257
C8 6.15 2.27 -2.88  -0.194
N2 7.29 2.47 -3.10  0.131
C9 3.91 3.11 -2.33  -0.033
C10 2.56 2.89 -2.08  -0.023
H1 0.53 -0.66 -2.63  0.067
H2 -0.82 -0.15 -1.59  0.065
H3 -0.75 0.42 -3.25  0.098
H4 2.50 -0.52 -2.48  0.095
H5 4.91 -0.10 -2.88  0.118
H6 4.31 4.12 -2.30  0.122
H7 1.92 3.74 -1.84  0.113
C11 -7.69 -1.99 0.47  -0.057
O1 -6.97 -1.05 1.31  -0.085
C12 -5.61 -1.03 1.23  -0.257
C13 -4.96 0.05 1.87  0.011
C14 -3.59 0.20 1.75  -0.009
C15 -2.80 -0.78 1.09  -0.178
C16 -1.35 -0.62 0.98  -0.095
C17 -0.81 0.69 0.90  -0.060
C18 0.51 1.01 1.09  0.004
C19 1.04 2.36 1.26  -0.228
C20 2.44 2.55 1.29  -0.034
C21 2.98 3.82 1.42  -0.084
C22 2.13 4.93 1.54  -0.074
C23 0.75 4.75 1.54  -0.072
C24 0.20 3.48 1.42  -0.044
C25 -0.49 -1.80 0.95  -0.168
C26 -0.87 -3.01 1.61  -0.021
C27 -0.09 -4.14 1.56  0.010
C28 1.12 -4.13 0.83  -0.255
O2 1.82 -5.29 0.77  -0.081
C29 3.04 -5.31 0.00  -0.057
C30 1.54 -2.93 0.19  0.005
C31 0.75 -1.80 0.28  -0.029
C32 -3.47 -1.89 0.52  -0.022
C33 -4.85 -2.00 0.54  -0.005
H8 -8.74 -1.78 0.70  0.093
H9 -7.49 -1.80 -0.59  0.101
H10 -7.44 -3.03 0.73  0.091
H11 -5.56 0.77 2.42  0.122
H12 -3.10 1.07 2.19  0.119
H13 -1.53 1.49 0.70  0.107
H14 1.20 0.23 1.44  0.125
H15 3.09 1.67 1.19  0.121
H16 4.07 3.95 1.42  0.108
H17 2.56 5.93 1.64  0.104
H18 0.08 5.61 1.62  0.108
H19 -0.88 3.33 1.45  0.104
H20 -1.81 -3.05 2.17  0.122
H21 -0.38 -5.06 2.06  0.123
H22 3.43 -6.32 0.14  0.093
H23 2.84 -5.13 -1.07  0.099
H24 3.76 -4.57 0.37  0.095
H25 2.48 -2.89 -0.36  0.106
H26 1.10 -0.89 -0.21  0.090
H27 -2.90 -2.66 0.01  0.122
H28 -5.34 -2.83 0.04  0.107

***

[2]
This record from OMol25 describes a molecular structure, C33H28N3O3ReS2Sb. The level of theory is wB97M-V/def2-TZVPD.

Results
LUMO energy (alpha / beta) (Ha): -0.0079 / -0.0320
Spin multiplicity: 4
HOMO energy (alpha / beta) (eV): -5.9954 / -7.0547
F_max (eV/Å): 0.56
Molar mass (g mol⁻¹): 886.71
Gap between HOMO and LUMO (alpha / beta) (eV): 5.8 / 6.2
Total charge: 0
Expectation value of S²: 3.8015

Last column: Löwdin charge in e.
Atoms and positions in Å:
Re1 -0.50 0.42 -0.04  1.080
C1 -1.09 -0.90 3.17  -0.031
C2 -0.59 0.51 3.14  -0.292
C3 -0.57 1.31 4.28  -0.006
C4 -0.13 2.62 4.19  -0.035
C5 0.32 3.10 2.97  -0.102
C6 0.33 2.26 1.88  -0.396
N1 -0.15 1.00 1.97  -0.087
Sb1 0.92 3.17 -0.08  1.534
C7 2.50 1.74 -0.14  -0.458
C8 3.84 2.03 -0.27  -0.106
C9 4.75 0.99 -0.15  -0.054
C10 4.27 -0.26 0.18  -0.025
C11 2.89 -0.48 0.32  -0.281
C12 2.46 -1.82 0.83  -0.030
N2 2.01 0.50 0.08  0.004
C13 0.20 2.30 -2.00  -0.401
C14 0.22 3.15 -3.08  -0.109
C15 -0.38 2.74 -4.26  -0.039
C16 -1.00 1.51 -4.31  -0.008
C17 -1.02 0.69 -3.18  -0.274
C18 -1.72 -0.63 -3.19  -0.022
N3 -0.41 1.10 -2.05  -0.075
H1 -1.25 -1.23 4.19  0.086
H2 -2.04 -0.97 2.62  0.051
H3 -0.38 -1.56 2.67  0.058
H4 -0.93 0.91 5.21  0.117
H5 -0.15 3.26 5.06  0.114
H6 0.66 4.13 2.87  0.093
H7 4.17 3.04 -0.46  0.095
H8 5.81 1.16 -0.26  0.111
H9 4.94 -1.08 0.37  0.116
H10 3.25 -2.24 1.45  0.088
H11 1.55 -1.74 1.42  0.053
H12 2.25 -2.51 0.02  0.084
H13 0.68 4.13 -2.99  0.091
H14 -0.40 3.39 -5.13  0.113
H15 -1.50 1.17 -5.20  0.117
H16 -2.04 -0.89 -4.20  0.087
H17 -1.08 -1.41 -2.79  0.044
H18 -2.60 -0.57 -2.54  0.062
C19 -0.23 -1.51 -0.36  -0.245
C20 -0.20 -2.72 -0.58  -0.135
C21 -0.04 -4.08 -0.80  -0.154
C22 0.16 -4.95 0.35  -0.185
C23 0.91 -6.13 0.27  -0.041
C24 1.14 -6.90 1.39  -0.087
C25 0.64 -6.52 2.63  -0.099
C26 -0.10 -5.35 2.73  -0.086
C27 -0.34 -4.58 1.61  -0.033
C28 -0.05 -4.57 -2.18  -0.183
C29 -0.52 -5.85 -2.50  -0.040
C30 -0.56 -6.28 -3.82  -0.084
C31 -0.16 -5.44 -4.85  -0.098
C32 0.30 -4.17 -4.55  -0.087
C33 0.35 -3.74 -3.23  -0.044
H19 1.33 -6.43 -0.68  0.111
H20 1.73 -7.81 1.31  0.101
H21 0.83 -7.13 3.51  0.097
H22 -0.51 -5.05 3.69  0.100
H23 -0.93 -3.67 1.68  0.099
H24 -0.86 -6.51 -1.71  0.113
H25 -0.94 -7.27 -4.04  0.102
H26 -0.20 -5.78 -5.88  0.097
H27 0.63 -3.51 -5.34  0.100
H28 0.72 -2.75 -3.00  0.105
O1 -3.43 2.74 1.50  -0.354
S1 -2.99 2.27 0.22  0.175
O2 -3.74 2.69 -0.94  -0.354
O3 -1.50 2.55 0.02  -0.693
S2 -2.80 0.19 0.20  0.433

***

[3]
This record from OMol25 describes a molecular structure, C33H29BMnN4O6S. The level of theory is wB97M-V/def2-TZVPD.

Results
LUMO energy (alpha / beta) (Ha): 0.0858 / 0.0859
Spin multiplicity: 5
HOMO energy (alpha / beta) (eV): -5.5774 / -5.1341
F_max (eV/Å): 0.29
Molar mass (g mol⁻¹): 675.43
ΔE to the lowest compared entry with this formula, charge and spin (kJ/mol): 0.0
Gap between HOMO and LUMO (alpha / beta) (eV): 7.9 / 7.5
Total charge: -1
Expectation value of S²: 6.2786

Last column: Löwdin charge in e.
Atoms and positions in Å:
Mn1 -0.26 -1.44 0.35  0.747
O1 1.94 -0.90 1.77  -0.044
C1 1.48 -0.17 2.92  -0.309
C2 0.01 0.35 2.72  -0.557
O2 -0.39 1.18 3.52  0.073
O3 -0.67 -0.17 1.77  -0.090
C3 1.53 -1.10 4.14  -0.144
C4 2.75 -1.72 4.41  -0.028
C5 2.87 -2.59 5.48  -0.093
C6 1.77 -2.86 6.29  -0.106
C7 0.56 -2.25 6.02  -0.080
C8 0.44 -1.37 4.95  -0.011
C9 2.41 1.02 3.10  -0.135
C10 3.24 1.42 2.06  -0.008
C11 4.08 2.51 2.22  -0.088
C12 4.10 3.22 3.41  -0.110
C13 3.27 2.82 4.45  -0.085
C14 2.43 1.73 4.30  -0.021
H1 1.68 -1.83 1.87  0.058
H2 3.61 -1.50 3.79  0.126
H3 3.83 -3.06 5.69  0.097
H4 1.86 -3.55 7.12  0.097
H5 -0.31 -2.47 6.63  0.103
H6 -0.51 -0.88 4.75  0.122
H7 3.23 0.87 1.13  0.115
H8 4.73 2.82 1.40  0.095
H9 4.76 4.07 3.54  0.091
H10 3.27 3.36 5.39  0.096
H11 1.77 1.43 5.10  0.120
S1 1.30 -1.73 -1.54  0.789
C15 0.02 -2.78 -2.06  -0.701
C16 0.03 -3.54 -3.24  -0.087
C17 -1.07 -4.32 -3.53  -0.080
C18 -2.16 -4.33 -2.67  -0.074
C19 -2.10 -3.56 -1.53  -0.112
N1 -1.04 -2.81 -1.23  -0.021
H12 0.89 -3.49 -3.90  0.100
H13 -1.08 -4.91 -4.44  0.102
H14 -3.03 -4.93 -2.88  0.096
H15 -2.91 -3.51 -0.81  0.089
C20 -2.87 5.00 -5.17  -0.054
C21 -2.13 3.72 -5.58  -0.565
C22 -3.15 2.78 -6.24  -0.077
C23 -1.06 4.07 -6.62  -0.054
C24 -1.48 3.08 -4.35  -0.179
C25 -0.54 3.82 -3.62  -0.046
C26 0.10 3.31 -2.49  0.023
C27 -0.23 2.03 -2.10  -0.205
O4 0.23 1.30 -1.05  0.136
B1 -0.43 0.06 -1.13  -0.592
O5 -1.32 0.07 -2.22  0.133
C28 -1.16 1.29 -2.81  -0.188
C29 -1.79 1.79 -3.93  0.066
H16 -3.35 5.46 -6.04  0.080
H17 -2.19 5.73 -4.73  0.074
H18 -3.64 4.78 -4.43  0.090
H19 -3.59 3.28 -7.11  0.081
H20 -3.96 2.52 -5.56  0.086
H21 -2.68 1.86 -6.59  0.085
H22 -1.51 4.52 -7.50  0.080
H23 -0.52 3.17 -6.93  0.089
H24 -0.33 4.77 -6.21  0.074
H25 -0.29 4.82 -3.94  0.101
H26 0.82 3.89 -1.94  0.120
H27 -2.52 1.17 -4.45  0.115
N2 0.63 -4.42 3.34  0.188
C30 -0.18 -3.65 2.55  -0.489
O6 0.34 -3.10 1.54  -0.105
C31 -1.55 -3.54 2.88  -0.200
C32 -2.40 -2.84 2.00  -0.219
N3 -3.06 -2.25 1.25  0.164
C33 -2.04 -4.09 4.09  -0.251
N4 -2.41 -4.58 5.07  0.121
H28 1.61 -4.19 3.29  0.101
H29 0.30 -4.65 4.27  0.085

***

[4]
This record from OMol25 describes a molecular structure, C33H29BrIMnN5O3SeSi. The level of theory is wB97M-V/def2-TZVPD.

Results
LUMO energy (alpha / beta) (Ha): 0.1254 / 0.1254
Spin multiplicity: 6
HOMO energy (alpha / beta) (eV): -1.2459 / -1.8420
F_max (eV/Å): 5.03
Molar mass (g mol⁻¹): 912.42
ΔE to the lowest compared entry with this formula, charge and spin (kJ/mol): 61.4
Gap between HOMO and LUMO (alpha / beta) (eV): 4.7 / 5.3
Total charge: -2
Expectation value of S²: 8.7562

Last column: Löwdin charge in e.
Atoms and positions in Å:
Mn1 -0.24 0.66 0.48  0.684
Br1 3.26 3.00 6.71  0.629
C1 2.38 2.17 5.23  -0.696
C2 1.75 0.96 5.43  -0.133
C3 1.14 0.34 4.35  -0.002
C4 1.12 0.93 3.08  -0.350
O1 0.52 0.33 2.10  -0.201
C5 1.78 2.20 2.90  -0.142
C6 1.79 2.85 1.65  -0.060
N1 1.22 2.42 0.54  0.038
C7 1.23 3.19 -0.59  -0.201
C8 1.43 4.58 -0.61  -0.021
C9 1.36 5.30 -1.79  -0.099
C10 1.08 4.67 -2.99  -0.057
C11 0.89 3.28 -3.03  -0.159
C12 0.60 2.58 -4.22  -0.016
C13 0.54 1.21 -4.19  -0.047
C14 0.74 0.55 -2.98  -0.130
N2 0.94 1.18 -1.83  0.119
C15 1.00 2.52 -1.83  -0.151
C16 2.42 2.79 4.00  -0.089
H1 1.72 0.51 6.41  0.093
H2 0.62 -0.60 4.48  0.120
H3 2.34 3.79 1.62  0.115
H4 1.58 5.12 0.31  0.097
H5 1.52 6.37 -1.77  0.094
H6 1.00 5.24 -3.91  0.097
H7 0.44 3.13 -5.14  0.108
H8 0.34 0.64 -5.09  0.100
H9 0.76 -0.53 -2.94  0.090
H10 2.90 3.75 3.88  0.099
C17 -3.70 -0.54 1.58  -0.040
C18 -2.72 -1.62 1.27  -0.331
C19 -3.05 -2.96 1.41  -0.079
C20 -2.10 -3.93 1.12  -0.109
C21 -0.85 -3.56 0.70  -0.051
C22 -0.55 -2.17 0.58  -0.470
N3 -1.51 -1.25 0.87  0.100
N4 0.58 -1.65 0.12  -0.068
Si1 2.16 -2.25 0.02  0.420
C23 2.62 -3.95 0.81  -0.201
C24 2.71 -2.50 -1.81  -0.184
C25 3.28 -0.96 0.88  -0.168
H11 -4.71 -0.94 1.69  0.067
H12 -3.69 0.21 0.79  0.054
H13 -3.40 -0.04 2.50  0.067
H14 -4.04 -3.24 1.74  0.084
H15 -2.34 -4.98 1.22  0.091
H16 -0.09 -4.28 0.44  0.077
H17 2.23 -4.78 0.22  0.003
H18 2.23 -4.05 1.81  0.014
H19 3.70 -4.06 0.85  0.008
H20 2.05 -3.19 -2.33  0.011
H21 3.71 -2.91 -1.86  0.007
H22 2.71 -1.56 -2.35  -0.008
H23 3.18 -1.03 1.96  0.020
H24 2.95 0.04 0.59  0.005
H25 4.33 -1.06 0.63  0.010
Se1 -1.86 2.62 1.72  0.597
C26 -1.74 2.46 3.49  -0.952
N5 -1.72 2.39 4.64  -0.017
I1 -3.63 -5.01 -3.93  0.728
C27 -3.23 -3.07 -3.16  -0.708
C28 -4.23 -2.12 -3.21  -0.169
C29 -3.96 -0.85 -2.74  -0.023
C30 -2.72 -0.53 -2.20  -0.105
C31 -1.74 -1.52 -2.14  -0.031
C32 -1.99 -2.79 -2.62  -0.141
C33 -2.45 0.90 -1.75  -0.613
O2 -3.16 1.78 -2.22  0.017
O3 -1.51 1.06 -0.91  -0.195
H26 -5.20 -2.36 -3.61  0.080
H27 -4.71 -0.07 -2.78  0.113
H28 -0.78 -1.29 -1.70  0.069
H29 -1.22 -3.54 -2.59  0.091

***

[5]
This record from OMol25 describes 2 unconnected molecules or ions with the total composition C33H29F6N3O2S. The level of theory is wB97M-V/def2-TZVPD.

Results
LUMO energy (Ha): -0.0942
HOMO energy (eV): -6.3207
F_max (eV/Å): 2.18
Molar mass (g mol⁻¹): 645.67
ΔE to the lowest compared entry with this formula, charge and spin (kJ/mol): 110.4
Gap between HOMO and LUMO (eV): 3.8
Total charge: 0

Last column: Löwdin charge in e.
Atoms and positions in Å:
C1 1.55 -5.92 -1.49  -0.045
N1 0.47 -5.27 -2.19  -0.134
C2 -0.31 -6.12 -3.08  -0.039
C3 0.32 -6.09 -4.44  -0.523
F1 -0.30 -6.86 -5.37  0.134
F2 0.33 -4.79 -4.91  0.112
F3 1.64 -6.47 -4.37  0.110
C4 0.20 -3.95 -2.00  -0.208
C5 -1.11 -3.40 -2.02  0.009
C6 -1.32 -2.09 -1.65  0.008
C7 -0.24 -1.20 -1.38  -0.180
C8 -0.50 0.11 -0.88  0.082
C9 0.38 1.23 -0.96  -0.186
C10 -0.18 2.55 -1.00  -0.020
C11 0.61 3.68 -1.12  0.007
C12 2.01 3.56 -1.32  -0.236
N2 2.84 4.67 -1.38  -0.173
C13 3.39 5.15 -2.61  -0.051
C14 3.03 5.51 -0.20  -0.048
C15 4.08 4.89 0.67  -0.538
F4 4.31 5.55 1.84  0.125
F5 3.73 3.60 1.00  0.095
F6 5.27 4.79 -0.01  0.115
C16 2.56 2.26 -1.40  0.011
C17 1.81 1.17 -1.02  -0.012
C18 1.06 -1.71 -1.70  0.005
C19 1.29 -3.06 -1.81  0.010
H1 1.65 -5.50 -0.48  0.106
H2 1.32 -6.99 -1.42  0.099
H3 2.52 -5.78 -2.00  0.092
H4 -0.24 -7.15 -2.70  0.144
H5 -1.34 -5.76 -3.15  0.133
H6 -1.95 -4.07 -2.27  0.115
H7 -2.35 -1.71 -1.59  0.134
H8 -1.52 0.32 -0.58  0.101
H9 -1.26 2.67 -0.93  0.112
H10 0.19 4.69 -1.09  0.133
H11 2.72 4.91 -3.45  0.097
H12 3.52 6.24 -2.54  0.090
H13 4.36 4.68 -2.82  0.087
H14 3.39 6.49 -0.54  0.140
H15 2.10 5.58 0.37  0.143
H16 3.62 2.17 -1.67  0.129
H17 2.33 0.24 -0.77  0.106
H18 1.89 -1.04 -1.89  0.095
H19 2.31 -3.47 -1.85  0.120
C20 1.14 3.62 4.54  -0.079
C21 -0.01 3.26 5.24  -0.073
C22 -1.10 2.69 4.57  -0.046
C23 -1.02 2.44 3.20  -0.264
S1 -2.40 1.76 2.27  0.669
C24 -2.00 0.14 1.84  -0.214
C25 -2.96 -0.90 1.91  -0.280
C26 -2.54 -2.27 1.98  -0.050
C27 -3.47 -3.30 1.90  -0.055
C28 -4.84 -3.02 1.76  -0.265
C29 -5.77 -4.09 1.56  -0.206
N3 -6.51 -4.98 1.38  0.120
C30 -5.28 -1.69 1.81  -0.035
C31 -4.37 -0.65 1.92  -0.028
O1 -3.45 1.77 3.26  -0.335
O2 -2.52 2.60 1.09  -0.337
C32 0.14 2.78 2.50  -0.058
C33 1.21 3.38 3.16  -0.069
H20 1.99 4.08 5.05  0.102
H21 -0.07 3.43 6.32  0.104
H22 -2.01 2.44 5.12  0.112
H23 -0.94 -0.12 1.92  0.079
H24 -1.48 -2.48 2.12  0.110
H25 -3.13 -4.34 1.93  0.112
H26 -6.35 -1.48 1.76  0.120
H27 -4.75 0.36 2.04  0.096
H28 0.19 2.58 1.43  0.084
H29 2.10 3.67 2.59  0.079

***

[6]
This record from OMol25 describes a molecular structure, C33H29IN6O3S2Ti. The level of theory is wB97M-V/def2-TZVPD.

Results
LUMO energy (alpha / beta) (Ha): -0.1155 / -0.1262
Spin multiplicity: 2
HOMO energy (alpha / beta) (eV): -10.3413 / -10.5729
F_max (eV/Å): 1.15
Molar mass (g mol⁻¹): 796.54
ΔE to the lowest compared entry with this formula, charge and spin (kJ/mol): 91.4
Gap between HOMO and LUMO (alpha / beta) (eV): 7.2 / 7.1
Total charge: +1
Expectation value of S²: 0.7587

Last column: Löwdin charge in e.
Atoms and positions in Å:
Ti1 0.30 -0.29 0.12  0.755
C1 4.54 1.53 -0.48  -0.011
C2 4.00 0.46 -1.37  -0.254
N1 4.59 0.26 -2.53  0.133
C3 4.19 -0.72 -3.33  -0.081
C4 3.21 -1.63 -2.99  -0.138
C5 2.90 -2.78 -3.92  -0.219
O1 4.01 -3.64 -4.11  -0.034
C6 2.54 -1.45 -1.76  -0.075
C7 1.82 -2.52 -1.11  -0.033
N2 1.05 -2.35 -0.09  -0.029
C8 0.72 -3.47 0.70  -0.360
C9 0.33 -4.68 0.13  -0.031
C10 0.05 -5.78 0.93  -0.062
C11 0.15 -5.67 2.31  -0.069
C12 0.51 -4.46 2.89  -0.135
C13 0.79 -3.37 2.09  -0.630
I1 1.25 -1.54 2.99  1.104
C14 2.87 -0.31 -0.97  -0.283
O2 2.22 -0.02 0.13  -0.235
H1 5.58 1.71 -0.74  0.087
H2 4.46 1.24 0.57  0.087
H3 4.00 2.47 -0.60  0.067
H4 4.71 -0.80 -4.28  0.126
H5 2.67 -2.39 -4.92  0.133
H6 2.02 -3.33 -3.59  0.113
H7 4.32 -3.96 -3.26  0.095
H8 2.07 -3.53 -1.43  0.143
H9 0.21 -4.75 -0.95  0.120
H10 -0.26 -6.71 0.48  0.112
H11 -0.07 -6.52 2.94  0.112
H12 0.58 -4.38 3.96  0.099
N3 -2.82 -3.46 -0.46  0.102
C15 -2.09 -2.32 -0.47  -0.845
S1 -1.79 -1.52 1.02  0.692
N4 -1.65 -1.91 -1.64  0.002
N5 -0.91 -0.77 -1.54  -0.135
C16 -0.92 -0.02 -2.59  -0.039
C17 -0.14 1.20 -2.51  -0.232
C18 -0.07 2.15 -3.52  0.014
C19 0.70 3.28 -3.30  -0.024
C20 1.36 3.43 -2.09  -0.016
C21 1.23 2.44 -1.13  -0.126
N6 0.50 1.35 -1.33  0.004
H13 -3.28 -3.73 0.39  0.092
H14 -3.14 -3.83 -1.33  0.108
H15 -1.50 -0.29 -3.46  0.139
H16 -0.59 1.99 -4.45  0.123
H17 0.79 4.04 -4.07  0.120
H18 1.96 4.30 -1.88  0.118
H19 1.73 2.50 -0.17  0.123
O3 -0.43 1.20 1.30  -0.653
S2 -1.34 2.39 0.99  1.087
C22 -1.15 3.42 2.43  -0.382
C23 -0.36 3.01 3.49  -0.063
C24 -0.23 3.85 4.58  -0.053
C25 -0.87 5.08 4.60  -0.058
C26 -1.65 5.48 3.52  -0.058
C27 -1.79 4.65 2.42  -0.072
C28 -3.00 1.79 1.19  -0.400
C29 -3.48 1.33 2.41  -0.067
C30 -4.75 0.79 2.47  -0.052
C31 -5.52 0.71 1.32  -0.053
C32 -5.04 1.16 0.10  -0.058
C33 -3.76 1.71 0.03  -0.084
H20 0.13 2.05 3.45  0.106
H21 0.38 3.55 5.42  0.114
H22 -0.76 5.73 5.46  0.113
H23 -2.15 6.44 3.54  0.114
H24 -2.39 4.96 1.58  0.119
H25 -2.86 1.39 3.30  0.124
H26 -5.14 0.43 3.41  0.116
H27 -6.52 0.29 1.37  0.114
H28 -5.64 1.10 -0.79  0.113
H29 -3.36 2.06 -0.91  0.109

***

Number 1: calculated total energy -1534.18052 a.u.. Number 2: calculated total energy -2779.13274 a.u.. Number 3: calculated total energy -3519.72450 a.u.. Number 4: calculated total energy -8488.31402 a.u.. Number 5: calculated total energy -2586.90434 a.u.. Number 6: calculated total energy -3772.63811 a.u..